Molecular formula: C25H34BrCaNO7Se
Method: DFT, wB97M-V/def2-TZVPD

Summary:
LUMO level, eV: 0.2
Highest occupied orbital energy, Eh: -0.262
Largest force on an atom, Eh/bohr: 0.010
Frontier orbital gap, eV: 7.33
Energy relative to the best compared isomer or geometry (same formula, charge and spin), kJ/mol: 61.6

Structure (XYZ):
```
70
Properties=species:S:1:pos:R:3:mulliken_charge:R:1
Ca 0.56 -0.32 0.78 1.53
C 3.67 0.76 0.18 -0.92
C 2.93 0.70 -1.14 0.11
O 2.12 -0.47 -1.10 -0.40
C 1.41 -0.65 -2.34 0.13
C 0.46 -1.81 -2.17 -1.01
O -0.40 -1.60 -1.03 -0.23
C -1.78 -1.26 -1.30 -1.02
C -2.03 0.20 -1.02 -0.19
O -1.72 0.41 0.37 0.26
C -1.99 1.71 0.89 -1.02
C -0.86 2.68 0.61 -0.22
O 0.33 2.04 1.12 0.16
C 1.48 2.85 1.23 -0.50
C 2.52 2.00 1.93 -0.89
O 2.74 0.75 1.26 -0.18
H 4.30 1.66 0.22 0.45
H 4.30 -0.12 0.29 0.29
H 3.63 0.65 -1.98 0.53
H 2.29 1.58 -1.29 -0.28
H 2.12 -0.85 -3.14 0.50
H 0.85 0.25 -2.57 -0.17
H 0.99 -2.74 -1.99 0.35
H -0.14 -1.90 -3.08 0.40
H -2.38 -1.87 -0.63 0.39
H -2.02 -1.48 -2.33 0.42
H -3.08 0.45 -1.21 0.49
H -1.40 0.84 -1.65 0.18
H -2.09 1.56 1.97 0.37
H -2.92 2.11 0.48 0.40
H -1.03 3.61 1.15 0.46
H -0.73 2.87 -0.45 -0.01
H 1.27 3.72 1.85 0.49
H 1.81 3.19 0.24 0.18
H 2.17 1.73 2.93 0.25
H 3.47 2.54 2.02 0.44
C -1.82 -6.48 3.28 -1.45
C -1.36 -5.05 3.33 0.58
C -2.25 -4.00 3.17 -1.13
C -1.84 -2.66 3.23 1.04
C -2.88 -1.58 3.08 -1.04
C -0.49 -2.37 3.45 0.04
Se 0.10 -0.53 3.58 -0.37
C 0.43 -3.42 3.61 1.06
C 1.89 -3.18 3.87 -1.40
C -0.03 -4.73 3.54 -0.97
H -2.88 -6.55 3.02 0.34
H -1.68 -6.96 4.25 0.32
H -1.25 -7.05 2.55 0.34
H -3.30 -4.21 3.01 0.22
H -3.86 -2.01 2.89 0.37
H -2.62 -0.91 2.26 -0.17
H -2.93 -0.97 3.98 0.36
H 2.27 -2.34 3.28 0.17
H 2.47 -4.07 3.65 0.39
H 2.05 -2.91 4.92 0.30
H 0.69 -5.54 3.67 0.35
Br 0.91 7.27 -4.30 -0.20
C 0.28 5.56 -4.81 -0.10
C -0.17 5.35 -6.11 -0.16
N -0.62 4.17 -6.52 -0.63
C -0.64 3.17 -5.64 -0.20
C -0.21 3.29 -4.33 -0.19
C 0.27 4.52 -3.90 -0.13
C -0.26 2.10 -3.38 0.40
O -0.72 1.03 -3.82 -0.74
O 0.19 2.29 -2.21 -0.59
H -0.16 6.16 -6.83 0.36
H -1.01 2.21 -5.99 0.52
H 0.61 4.64 -2.89 0.55
```